(1)
Formula: C42H87AsCuF9N4O17
Source: OMol25
Level of theory: the ωB97M-V functional and the def2-TZVPD basis

Output
HOMO-LUMO gap (spin up / spin down), eV: 6.8 / 3.2
E_LUMO (spin up / spin down), eV: -3.89 / -7.42
Highest occupied orbital energy (spin up / spin down), eV: -10.6560 / -10.6560

```
! wB97M-V def2-TZVPD RIJCOSX def2/J DEFGRID3
* xyz 1 2
Cu 0.98 -3.12 -3.17
As -0.08 0.63 -2.32
F -1.12 0.47 -3.73
F 0.63 -0.98 -2.59
F 0.96 0.80 -0.92
F -0.69 2.23 -2.01
F -1.41 -0.01 -1.38
F 1.20 1.29 -3.36
C 1.32 0.20 -6.68
C 1.01 -0.94 -5.80
N 0.82 -1.80 -5.06
H 0.41 0.61 -7.11
H 2.08 -0.03 -7.42
H 1.66 0.97 -5.98
C -1.57 2.71 -5.59
C -1.09 4.08 -5.40
N -0.68 5.14 -5.24
H -2.09 2.58 -6.54
H -2.22 2.47 -4.75
H -0.80 1.95 -5.55
C 2.34 4.12 -2.46
C 2.24 5.33 -1.65
N 2.17 6.26 -0.99
H 2.78 3.30 -1.90
H 3.10 4.24 -3.24
H 1.34 3.82 -2.77
C -4.00 -2.88 -3.54
C -2.58 -2.84 -3.22
N -1.47 -2.81 -2.97
H -4.05 -3.85 -4.05
H -4.32 -2.06 -4.18
H -4.65 -2.91 -2.67
C -0.42 5.17 8.41
O -1.60 4.49 8.09
C -1.46 3.09 8.21
C -0.69 2.48 7.06
O -1.18 2.91 5.81
C -0.71 2.08 4.74
C -1.15 2.69 3.43
O -0.26 2.37 2.40
C -0.60 2.85 1.12
H -0.59 6.25 8.44
H 0.36 5.07 7.65
H 0.04 4.88 9.37
H -2.50 2.72 8.23
H -1.08 2.75 9.18
H -0.70 1.39 7.18
H 0.35 2.84 7.08
H -1.05 1.06 4.88
H 0.38 2.18 4.85
H -1.17 3.79 3.49
H -2.20 2.48 3.18
H -0.89 3.90 1.18
H -1.39 2.21 0.71
H 0.25 2.76 0.45
C -5.34 -6.67 3.96
O -4.78 -5.91 2.91
C -4.34 -4.64 3.37
C -3.06 -4.25 2.65
O -3.18 -4.09 1.26
C -2.05 -3.63 0.59
C -1.68 -2.16 0.88
O -0.92 -2.08 2.07
C -0.70 -0.77 2.49
H -5.87 -7.55 3.59
H -6.14 -6.11 4.47
H -4.54 -6.95 4.64
H -3.99 -4.61 4.40
H -5.16 -3.96 3.16
H -2.26 -4.99 2.84
H -2.61 -3.39 3.17
H -2.26 -3.73 -0.48
H -1.20 -4.27 0.85
H -2.63 -1.65 1.07
H -1.22 -1.72 -0.01
H -0.19 -0.75 3.46
H -1.63 -0.22 2.64
H -0.08 -0.17 1.81
C 5.04 3.95 0.62
O 4.19 3.29 1.52
C 3.40 2.29 0.92
C 2.81 1.43 2.01
O 3.79 0.83 2.82
C 3.18 0.08 3.85
C 4.28 -0.58 4.67
O 4.73 0.38 5.59
C 5.94 0.12 6.26
H 5.26 4.97 0.96
H 4.63 4.07 -0.39
H 6.02 3.47 0.59
H 4.03 1.65 0.29
H 2.58 2.71 0.32
H 2.14 0.68 1.56
H 2.06 1.95 2.62
H 2.57 -0.72 3.41
H 2.60 0.76 4.49
H 5.08 -0.99 4.05
H 3.92 -1.45 5.25
H 6.78 0.22 5.55
H 6.05 -0.83 6.78
H 6.07 0.89 7.01
C -4.91 0.64 2.35
O -5.45 0.81 1.06
C -4.80 0.10 0.05
C -5.31 0.50 -1.34
O -5.09 1.84 -1.68
C -3.72 2.24 -1.65
C -3.63 3.68 -2.17
O -4.10 4.62 -1.24
C -5.52 4.79 -1.25
H -5.19 1.47 2.99
H -3.81 0.68 2.36
H -5.21 -0.34 2.73
H -4.95 -0.98 0.23
H -3.71 0.18 0.08
H -6.38 0.32 -1.38
H -4.86 -0.13 -2.11
H -3.16 1.57 -2.31
H -3.28 2.23 -0.65
H -3.99 3.65 -3.20
H -2.56 3.88 -2.28
H -5.90 5.07 -2.23
H -5.74 5.45 -0.42
H -6.00 3.84 -0.98
C 1.56 -2.25 -0.18
O 1.07 -3.31 -1.05
C 1.26 -4.64 -0.52
C 0.33 -5.52 -1.36
O 0.33 -5.13 -2.75
C -0.38 -5.94 -3.66
C 0.35 -5.85 -5.00
O 1.12 -4.68 -5.00
C 1.87 -4.54 -6.21
H 1.38 -2.52 0.86
H 1.03 -1.34 -0.42
H 2.63 -2.09 -0.33
H 1.04 -4.65 0.54
H 2.30 -4.93 -0.65
H -0.71 -5.35 -1.09
H 0.62 -6.55 -1.21
H -1.41 -5.58 -3.82
H -0.51 -6.95 -3.28
H -0.42 -5.80 -5.78
H 0.97 -6.73 -5.18
H 1.19 -4.71 -7.04
H 2.73 -5.20 -6.26
H 2.19 -3.51 -6.35
C 4.43 2.19 -4.96
C 4.71 1.64 -3.57
O 6.06 1.19 -3.57
C 6.52 0.72 -2.41
O 6.05 0.93 -1.33
C 7.75 -0.21 -2.64
F 8.89 0.49 -2.61
F 7.82 -1.12 -1.65
F 7.61 -0.86 -3.80
H 5.02 3.09 -5.14
H 3.40 2.54 -5.07
H 4.59 1.45 -5.74
H 3.97 0.86 -3.36
H 4.59 2.42 -2.83
*
```

(2)
Formula: C52H69GeN2O2Pt
Source: OMol25
Level of theory: the ωB97M-V functional and the def2-TZVPD basis

Output
HOMO-LUMO gap (spin up / spin down), eV: 6.5 / 5.5
E_LUMO (spin up / spin down), eV: -0.66 / -1.67
Highest occupied orbital energy (spin up / spin down), eV: -7.2064 / -7.1908

```
! wB97M-V def2-TZVPD RIJCOSX def2/J DEFGRID3
* xyz 0 2
Pt 0.27 -0.08 0.05
C -1.16 -1.29 2.35
N -1.23 -0.08 1.54
C -2.51 -0.08 0.81
C -1.08 1.12 2.38
C 0.38 1.45 2.52
N 0.87 1.84 1.22
C 2.32 2.10 1.28
C 3.24 0.94 1.45
C 4.08 0.88 2.55
C 5.19 0.05 2.57
C 5.48 -0.61 1.37
C 4.68 -0.58 0.24
C 3.42 0.10 0.32
O 2.49 0.01 -0.59
C 5.14 -1.18 -1.08
C 4.95 -0.13 -2.19
C 4.31 -2.42 -1.40
C 6.63 -1.55 -1.07
C 6.16 0.00 3.74
C 5.60 0.70 4.99
C 7.45 0.72 3.33
C 6.49 -1.45 4.12
C 0.29 3.09 0.70
C -1.15 3.16 0.25
C -1.88 4.27 0.64
C -3.09 4.60 0.05
C -3.57 3.73 -0.93
C -2.89 2.59 -1.34
C -1.62 2.29 -0.76
O -0.89 1.29 -1.17
C -3.45 1.71 -2.46
C -2.45 1.64 -3.62
C -3.69 0.29 -1.91
C -4.78 2.23 -3.02
C -3.77 5.91 0.41
C -5.05 6.14 -0.39
C -4.10 5.93 1.91
C -2.79 7.06 0.09
H -1.98 -1.31 3.09
H -0.21 -1.36 2.87
H -1.27 -2.16 1.71
H -3.36 -0.14 1.50
H -2.53 -0.95 0.15
H -2.61 0.82 0.21
H -1.53 0.99 3.37
H -1.59 1.96 1.89
H 0.94 0.56 2.82
H 0.54 2.23 3.28
H 2.52 2.84 2.06
H 2.58 2.55 0.32
H 3.87 1.54 3.38
H 6.41 -1.17 1.31
H 3.89 0.07 -2.35
H 5.37 -0.50 -3.13
H 5.45 0.81 -1.93
H 3.26 -2.17 -1.41
H 4.48 -3.20 -0.66
H 4.58 -2.82 -2.38
H 7.24 -0.68 -0.79
H 6.93 -1.87 -2.07
H 6.84 -2.36 -0.37
H 5.50 1.77 4.82
H 6.28 0.56 5.82
H 4.63 0.29 5.27
H 7.24 1.75 3.05
H 7.93 0.23 2.48
H 8.16 0.74 4.16
H 5.60 -1.99 4.42
H 7.20 -1.47 4.95
H 6.94 -1.99 3.28
H 0.87 3.33 -0.20
H 0.47 3.89 1.43
H -1.45 4.92 1.40
H -4.51 3.96 -1.40
H -1.52 1.18 -3.30
H -2.23 2.64 -4.00
H -2.87 1.05 -4.44
H -2.76 -0.12 -1.52
H -4.05 -0.36 -2.71
H -4.43 0.30 -1.12
H -4.66 3.22 -3.46
H -5.56 2.26 -2.26
H -5.11 1.55 -3.81
H -5.78 5.36 -0.19
H -4.84 6.17 -1.45
H -5.50 7.10 -0.10
H -4.80 5.13 2.16
H -4.55 6.88 2.19
H -3.20 5.79 2.52
H -2.51 7.02 -0.96
H -1.88 6.99 0.68
H -3.26 8.03 0.29
C -4.04 -4.51 -1.42
C -3.33 -5.07 -0.38
C -2.15 -4.48 0.07
C -1.66 -3.32 -0.52
C -2.37 -2.78 -1.59
C -3.55 -3.36 -2.04
Ge 0.11 -2.48 -0.11
C 1.13 -3.47 -1.49
C 1.08 -3.07 -2.82
C 1.69 -3.82 -3.81
C 2.37 -4.99 -3.48
C 2.45 -5.38 -2.15
C 1.82 -4.64 -1.17
C 0.89 -3.12 1.61
C 0.32 -3.97 2.57
C 0.96 -4.22 3.78
C 2.16 -3.60 4.07
C 2.74 -2.75 3.14
C 2.12 -2.54 1.93
H -4.96 -4.96 -1.76
H -3.69 -5.98 0.09
H -1.60 -4.96 0.86
H -1.98 -1.90 -2.09
H -4.09 -2.93 -2.87
H 0.57 -2.15 -3.08
H 1.66 -3.49 -4.84
H 2.84 -5.58 -4.26
H 3.00 -6.28 -1.88
H 1.88 -4.95 -0.13
H -0.63 -4.44 2.38
H 0.50 -4.89 4.49
H 2.65 -3.78 5.02
H 3.67 -2.25 3.36
H 2.59 -1.90 1.20
*
```

(3)
Formula: C3H2N4O
Source: OMol25
Level of theory: the ωB97M-V functional and the def2-TZVPD basis

Output
HOMO-LUMO gap, eV: 8.2
SMILES: O=c1nnccnn1
E_LUMO, eV: -1.78
Highest occupied orbital energy, eV: -10.0224

```
! wB97M-V def2-TZVPD RIJCOSX def2/J DEFGRID3
* xyz 0 1
O 1.31 -1.64 1.01
C 1.21 -0.47 0.56
N 1.56 -0.12 -0.80
N 0.61 -0.03 -1.53
C -0.68 -0.18 -0.82
C -1.17 0.56 0.21
N -0.32 1.24 1.07
N 0.97 0.80 1.10
H -1.40 -0.86 -1.39
H -2.09 0.71 0.58
*
```

no.,total energy (Eh)
1,-7925.15450
2,-4479.03116
3,-409.59802